Computed, not measured: a cluster of 2 separate species, C3H11NO2 in total at a distorted geometry, with ωB97M-V with the def2-TZVPD basis set.

As for the structure (SMILES): C[C@H](O)CN.O. The calculation puts the max |F| at 2.6 eV/Å. The lowest unoccupied orbital energy is 0.803 eV. The HOMO energy comes out at -8.8 eV. As for the electronic energy: -326.10084 hartree.

```
! RIJCOSX wB97M-V def2-TZVPD def2/J DEFGRID3
* xyz 0 1
C -0.775 1.592 1.172
C -0.699 0.088 0.804
O 0.364 -0.581 1.416
C -0.427 0.066 -0.733
N -0.313 -1.188 -1.358
H -0.023 2.139 0.600
H -1.766 1.996 0.939
H -0.563 1.729 2.239
H -1.708 -0.353 0.876
H 0.135 -0.794 2.323
H -1.174 0.719 -1.213
H 0.460 0.726 -0.816
H 0.571 -1.647 -1.334
H -1.084 -1.428 -1.940
O 2.624 -1.191 -1.275
H 2.358 -0.290 -1.071
H 2.021 -1.583 -0.630
*
```